The following is a quantum chemistry calculation of a 2-piece molecular cluster, C16H30ClNO4 overall at a distorted geometry, from the Open Molecules 2025 dataset.

2S+1 = 2
total charge = -1
HOMO energy (spin up / spin down) = -2.09 / -2.09 eV

Each line ends with the Löwdin charge.
Atoms and positions in Å:
C -2.04294 -0.42840 -3.17384  -0.08
C -1.77111 1.14791 -3.01386  -0.25
O -1.37256 1.55303 -1.68510  -0.21
C 0.06513 1.64665 -1.55019  -0.15
C 0.59340 1.23714 -0.07166  -0.34
C 2.18598 1.01513 -0.23597  -0.10
C 2.57208 -0.26004 -1.11144  -0.67
O 2.81358 -0.09001 -2.33705  -0.04
Cl 2.73956 -1.96137 -0.48570  0.66
C 0.34912 2.45696 0.93846  -0.08
C 0.25810 2.07463 2.48616  -0.43
C 1.68992 1.83326 3.20104  -0.05
C -0.36717 3.38240 3.23390  -0.06
N -0.60006 0.90280 2.83196  -0.13
O -1.53599 1.17013 3.70950  -0.05
C -1.16900 0.19358 1.65268  -0.42
C -1.60882 -1.28154 2.19809  -0.05
C -2.56508 0.84531 1.12015  -0.03
C -0.12152 -0.09786 0.47178  -0.06
H -1.53746 -0.89926 -4.08644  0.08
H -3.16075 -0.69065 -3.26686  0.08
H -1.65329 -0.99807 -2.25564  0.07
H -2.78492 1.66612 -3.21506  0.12
H -1.06285 1.57192 -3.81915  0.12
H 0.36887 2.74392 -1.76483  0.14
H 0.53112 1.01446 -2.37724  0.13
H 2.71596 1.06945 0.77928  0.11
H 2.56469 1.93625 -0.82284  0.14
H 1.26749 3.15427 0.83105  0.13
H -0.55089 3.10768 0.65097  0.13
H 1.55286 1.79059 4.34612  0.09
H 2.46115 2.61502 2.88775  0.09
H 2.11677 0.79503 2.92243  0.09
H -0.28638 3.32672 4.36513  0.08
H -1.42373 3.60232 2.84848  0.09
H 0.27871 4.27128 2.86728  0.09
H -2.23907 -1.74897 1.35428  0.09
H -2.27662 -1.21309 3.11939  0.08
H -0.70071 -1.96449 2.33151  0.09
H -3.39097 0.77413 1.90596  0.09
H -2.84070 0.34613 0.12485  0.09
H -2.36603 1.97345 0.98323  0.08
H -0.56374 -0.70532 -0.39347  0.13
H 0.71271 -0.75432 0.93039  0.10
C 1.56006 -5.26164 -3.17306  -0.17
C 1.46453 -5.27934 -1.63173  -0.65
O 0.47550 -6.10893 -1.29920  -0.38
H 0.63278 -4.90351 -3.63354  0.04
H 2.36783 -4.58478 -3.49267  0.03
H 1.78645 -6.25402 -3.57754  0.05
H 1.37505 -4.21314 -1.33731  0.01
H 2.49297 -5.51896 -1.28043  0.06


The following is a quantum chemistry calculation of C10H4BrNO5Sr as an isolated structure at a distorted geometry, from the Open Molecules 2025 dataset.

total charge = +2
HOMO energy = -15.50 eV

Each line ends with the Löwdin charge.
Atoms and positions in Å:
O -0.00338 0.00473 -4.98577  0.32
C -0.00337 0.00465 -3.89339  -0.17
Sr -0.00346 0.00502 -1.81033  1.23
O 1.89381 -2.41758 -1.91116  0.33
C 1.22787 -1.56598 -1.91008  -0.24
C -1.23477 1.57534 -1.90985  -0.24
O -1.90103 2.42722 -1.91151  0.33
C -1.57520 -1.22597 -1.91001  -0.24
O -2.42513 -1.89301 -1.91158  0.33
C 1.56803 1.23523 -1.90953  -0.24
O 2.41844 1.90270 -1.91142  0.33
Br -0.09911 -2.77945 3.79179  0.83
C -0.03917 -1.13879 2.82699  -0.62
C 0.00917 0.08286 3.49911  -0.06
C 0.05319 1.27120 2.77780  0.00
C 0.04781 1.20788 1.37407  -0.13
N 0.00118 0.03395 0.73735  -0.08
C -0.04230 -1.13090 1.41346  -0.16
H 0.01265 0.10496 4.58251  0.13
H 0.09122 2.22921 3.29034  0.13
H 0.08318 2.14889 0.80284  0.12
H -0.07965 -2.08214 0.87835  0.11


The following is a quantum chemistry calculation of one molecule with the formula C4H5NO, from the Open Molecules 2025 dataset.

SMILES = O=C1CC=CN1
total charge = 0
HOMO energy = -8.76 eV

Each line ends with the Löwdin charge.
Atoms and positions in Å:
O 1.63360 1.58646 -0.74549  0.07
C 0.88376 0.73859 -0.32117  -0.47
C -0.26804 0.87449 0.67448  -0.09
C -1.07936 -0.36900 0.41401  -0.09
C -0.34068 -1.19337 -0.33325  -0.12
N 0.89825 -0.60823 -0.66124  0.08
H -0.77886 1.83587 0.59158  0.12
H 0.18782 0.83035 1.67593  0.13
H -2.07708 -0.56095 0.78782  0.10
H -0.57061 -2.19038 -0.69294  0.11
H 1.51120 -0.94382 -1.38972  0.15


The following is a quantum chemistry calculation of C11H25N3O5 as an isolated structure at a distorted geometry, from the Open Molecules 2025 dataset.

total charge = -2
HOMO energy = 1.37 eV

Each line ends with the Löwdin charge.
Atoms and positions in Å:
O 1.14466 0.80934 -1.55550  -0.33
C 0.96066 0.07745 -0.34826  -0.41
C 0.25228 0.51335 1.00167  -0.28
O -0.83253 1.39499 0.93512  -0.18
H 1.87009 -0.49968 -0.18106  -0.04
H 0.41988 -0.84366 -0.56556  0.03
H 0.94779 1.11781 1.58391  0.06
H 0.07266 -0.30914 1.69402  0.08
C -0.68649 1.14630 4.08532  -0.02
C -1.98365 1.60459 3.45655  -0.57
O -2.86070 2.27547 3.94403  -0.07
N -2.27882 1.17257 2.19862  -0.02
C -3.51010 1.18897 1.44746  -0.10
H -0.64460 0.05722 4.07040  0.06
H -0.50158 1.41582 5.12516  0.06
H 0.19074 1.44564 3.51177  0.05
H -1.47447 0.93865 1.63434  -0.22
H -4.37709 1.24447 2.10576  0.08
H -3.61841 0.33320 0.78110  0.04
H -3.49372 2.08843 0.83199  0.09
C -1.28427 -1.33563 -1.93425  -0.03
C -2.17917 -0.17121 -1.46177  -0.48
O -1.62173 0.95020 -1.47704  0.04
N -3.50301 -0.38802 -1.26129  -0.01
C -4.46360 0.65964 -1.01010  -0.14
H -0.69572 -0.99937 -2.78785  0.09
H -1.91587 -2.19433 -2.16187  0.04
H -0.63798 -1.80645 -1.19348  0.05
H -3.89732 -1.30039 -1.44075  0.12
H -4.68863 0.57484 0.05304  0.02
H -5.27967 0.59728 -1.72998  0.07
H -4.15016 1.69711 -1.12625  0.09
C 6.02910 -0.62385 -2.64328  -0.03
C 4.65094 -0.66567 -2.02511  -0.63
O 3.73903 -0.06433 -2.52271  0.08
N 4.50120 -1.42774 -0.95571  0.00
C 3.17970 -1.57444 -0.34577  -0.06
H 6.18620 -1.63989 -3.00532  0.06
H 6.69415 -0.27941 -1.85134  0.07
H 6.13513 0.04453 -3.49774  0.07
H 5.15177 -2.18189 -0.78801  0.11
H 3.28351 -2.11011 0.59783  0.08
H 2.59225 -2.25958 -0.95700  0.09
H 2.57759 -0.67311 -0.23105  -0.03


The following is a quantum chemistry calculation of a 2-piece molecular cluster, C2H5BrSe overall at a distorted geometry, from the Open Molecules 2025 dataset.

total charge = 0
HOMO energy = -8.31 eV

Each line ends with the Löwdin charge.
Atoms and positions in Å:
C 0.16315 0.65270 0.35118  -0.65
C -1.11588 -0.88262 -0.22887  -0.60
Se 1.93326 0.08063 0.45541  0.70
Br -2.38008 0.04942 -1.29853  0.58
H -0.10412 1.43706 -0.48313  0.03
H -0.30475 0.93439 1.38975  0.06
H -1.37434 -1.13236 0.81916  0.03
H -0.67188 -1.65821 -0.78844  -0.01
H 2.25814 0.62507 -0.93757  -0.12


Among the records above, which one has the highest total charge?
C10H4BrNO5Sr